Run 1
A structure of composition C38H49BIN9PtS3, computed with ωB97M-V with the def2-TZVPD basis set.

As for the LUMO energy: 0.04 eV. As for the total charge: 0. The orbital gap is 6.133 eV.

Last column: Löwdin charge in e.
CARTESIAN COORDINATES (ANGSTROEM)
Pt: -0.3642 0.2334 0.2289  0.594
C: 5.9455 -0.9427 -0.1899  -0.060
C: 4.5147 -0.9567 0.3451  -0.540
C: 4.0194 0.4822 0.4855  -0.032
C: 4.5252 -1.6940 1.6845  -0.054
N: 3.6407 -1.6635 -0.6415  0.015
C: 4.0631 -2.0488 -1.9004  -0.041
C: 2.9883 -2.5345 -2.5481  -0.063
N: 1.8995 -2.4248 -1.7169  0.016
B: 0.5255 -2.8884 -2.2285  -0.591
N: -0.2624 -3.6065 -1.0868  0.041
C: 0.0543 -4.8956 -0.7520  -0.038
C: -0.6428 -5.2281 0.3523  -0.032
N: -1.3851 -4.1196 0.7104  0.012
C: -1.1327 -3.1276 -0.1881  -0.625
S: -1.8646 -1.5540 -0.1360  0.643
C: -2.2177 -4.0490 1.9498  -0.534
C: -3.6737 -3.7798 1.5791  -0.042
C: -1.6360 -2.9799 2.8773  -0.039
C: -2.1542 -5.3933 2.6721  -0.055
N: -0.3845 -1.8147 -2.8583  0.010
C: -1.5457 -2.2050 -3.4897  -0.087
C: -2.1091 -1.1189 -4.0457  -0.055
N: -1.2864 -0.0372 -3.7610  0.003
C: -0.2200 -0.4807 -3.0251  -0.698
S: 1.0406 0.4220 -2.3531  0.694
C: -1.5401 1.3595 -4.2046  -0.543
C: -1.7780 2.2500 -2.9796  -0.040
C: -2.7898 1.3763 -5.0820  -0.062
C: -0.3658 1.8644 -5.0469  -0.050
C: 2.3072 -1.9064 -0.5390  -0.662
S: 1.3134 -1.6397 0.8397  0.647
H: 6.5730 -0.4591 0.5569  0.089
H: 6.0330 -0.3703 -1.1132  0.085
H: 6.3314 -1.9503 -0.3518  0.088
H: 4.6296 1.0046 1.2234  0.093
H: 2.9793 0.5196 0.7984  0.025
H: 4.0977 1.0062 -0.4681  0.093
H: 5.2571 -1.2162 2.3361  0.085
H: 4.8180 -2.7361 1.5428  0.090
H: 3.5542 -1.6662 2.1649  0.024
H: 5.0780 -1.9564 -2.2288  0.108
H: 2.8920 -2.9080 -3.5501  0.121
H: 0.7550 -3.7025 -3.0920  0.124
H: 0.7483 -5.4682 -1.3391  0.127
H: -0.6615 -6.1448 0.9046  0.109
H: -3.7771 -2.8257 1.0726  0.017
H: -4.2768 -3.7720 2.4883  0.088
H: -4.0493 -4.5649 0.9205  0.094
H: -1.6639 -1.9958 2.4182  0.028
H: -0.5965 -3.2149 3.1083  0.088
H: -2.2089 -2.9629 3.8058  0.084
H: -2.5485 -6.2070 2.0624  0.088
H: -2.7721 -5.3173 3.5658  0.092
H: -1.1409 -5.6384 2.9887  0.090
H: -1.8858 -3.2243 -3.4677  0.123
H: -3.0248 -1.0270 -4.5945  0.104
H: -2.8003 2.1260 -2.6142  0.076
H: -1.6323 3.2968 -3.2479  0.092
H: -1.0817 2.0041 -2.1791  0.023
H: -3.6756 1.0426 -4.5395  0.080
H: -2.6679 0.7662 -5.9778  0.088
H: -2.9624 2.4051 -5.3965  0.090
H: 0.5261 1.9967 -4.4432  0.033
H: -0.6401 2.8201 -5.4952  0.084
H: -0.1426 1.1569 -5.8473  0.091
C: -1.9958 1.3487 0.7188  -0.284
H: -2.4899 1.7205 -0.1851  0.048
H: -1.6748 2.2070 1.3050  0.046
I: -5.0421 -0.6367 4.9752  0.913
C: -4.3408 -0.1327 3.1225  -0.758
C: -4.9047 -0.4210 1.9024  -0.130
N: -4.1482 0.1579 0.9352  0.074
N: -3.0711 0.7303 1.5183  -0.145
C: -3.1705 0.5977 2.8312  -0.067
H: -5.8041 -0.9521 1.6476  0.129
H: -3.9806 -0.2599 0.0215  0.115
H: -2.4283 1.0366 3.4756  0.128
N: 0.8287 1.7590 0.5666  -0.119
C: 0.8582 2.8961 1.1047  -0.349
C: 0.2579 3.2019 2.4610  -0.199
C: -0.4295 4.3708 2.7695  -0.056
C: -1.0506 4.5266 4.0015  -0.085
C: -0.9740 3.5193 4.9534  -0.104
C: -0.2709 2.3556 4.6653  -0.104
C: 0.3263 2.1931 3.4249  -0.047
C: 1.6274 4.0167 0.4294  -0.158
C: 1.8605 3.9115 -0.9425  -0.035
C: 2.5377 4.9146 -1.6156  -0.083
C: 2.9979 6.0323 -0.9295  -0.104
C: 2.7991 6.1299 0.4391  -0.093
C: 2.1202 5.1231 1.1146  -0.053
H: -0.5083 5.1555 2.0273  0.116
H: -1.5956 5.4359 4.2180  0.099
H: -1.4569 3.6408 5.9144  0.097
H: -0.1887 1.5713 5.4095  0.102
H: 0.8611 1.2835 3.1791  0.107
H: 1.5027 3.0277 -1.4541  0.055
H: 2.7090 4.8228 -2.6811  0.099
H: 3.5122 6.8238 -1.4604  0.095
H: 3.1792 6.9840 0.9849  0.097
H: 1.9990 5.1932 2.1880  0.106



Run 2
A structure of composition C38H49BIN9PtS3, computed with ωB97M-V with the def2-TZVPD basis set.

As for the LUMO energy (spin up / spin down): -0.31 / -0.31 eV. As for the total charge: 0. The orbital gap (spin up / spin down) is 6.309 / 6.310 eV.

Last column: Löwdin charge in e.
CARTESIAN COORDINATES (ANGSTROEM)
Pt: -0.3331 -0.5553 -0.5485  0.842
C: -4.5871 -0.2284 0.5623  -0.040
C: -4.2727 0.8928 1.5497  -0.524
C: -5.4510 1.1430 2.4974  -0.042
C: -4.0272 2.1874 0.7781  -0.082
N: -3.1107 0.4424 2.3803  0.010
C: -3.3057 -0.4291 3.4411  -0.047
C: -2.1031 -0.6911 3.9734  -0.067
N: -1.1485 -0.0128 3.2464  0.020
B: 0.3423 -0.1708 3.6837  -0.591
N: 1.1981 1.0793 3.3608  0.030
C: 0.7607 2.2562 3.9294  -0.080
C: 1.4658 3.2655 3.4065  -0.067
N: 2.3770 2.7180 2.5166  -0.008
C: 2.2226 1.3544 2.5015  -0.685
S: 3.2244 0.2122 1.7428  0.644
C: 3.2194 3.6408 1.7084  -0.547
C: 4.1337 2.9491 0.7040  -0.105
C: 4.0912 4.4578 2.6660  -0.031
C: 2.2562 4.5539 0.9388  -0.032
N: 0.9923 -1.5032 3.2258  0.039
C: 2.1204 -1.9216 3.8855  -0.085
C: 2.6230 -2.9753 3.2215  -0.063
N: 1.7892 -3.2250 2.1454  0.016
C: 0.7857 -2.3071 2.1660  -0.608
S: -0.6117 -2.2601 1.1495  0.703
C: 2.1325 -4.3395 1.2036  -0.533
C: 2.0936 -5.6424 2.0046  -0.028
C: 1.1988 -4.4831 0.0059  -0.082
C: 3.5460 -4.0586 0.6817  -0.024
C: -1.7720 0.6713 2.2527  -0.687
S: -0.9939 1.5137 0.9844  0.611
H: -5.4557 0.0404 -0.0410  0.111
H: -4.8026 -1.1658 1.0792  0.083
H: -3.7334 -0.3759 -0.1033  0.053
H: -6.2694 1.5823 1.9282  0.088
H: -5.1696 1.8398 3.2882  0.097
H: -5.8300 0.2296 2.9539  0.071
H: -4.9834 2.4743 0.3362  0.087
H: -3.2981 2.0645 -0.0140  0.025
H: -3.6900 2.9928 1.4307  0.087
H: -4.2767 -0.7805 3.7295  0.114
H: -1.8332 -1.3077 4.8118  0.124
H: 0.2880 -0.2360 4.8918  0.123
H: -0.0410 2.2665 4.6467  0.126
H: 1.3989 4.3207 3.5889  0.115
H: 4.8319 2.2686 1.1823  0.043
H: 4.6927 3.7379 0.1959  0.084
H: 3.5727 2.3772 -0.0333  0.057
H: 4.7428 3.7955 3.2368  0.095
H: 3.4999 5.0475 3.3656  0.074
H: 4.7144 5.1454 2.0927  0.088
H: 1.5099 3.9476 0.4232  0.073
H: 2.8108 5.1494 0.2112  0.088
H: 1.7216 5.2391 1.5958  0.077
H: 2.4805 -1.4107 4.7601  0.132
H: 3.4953 -3.5661 3.4235  0.121
H: 1.0881 -5.8187 2.3883  0.095
H: 2.7883 -5.6295 2.8442  0.077
H: 2.3653 -6.4751 1.3550  0.091
H: 0.1904 -4.7675 0.2942  0.063
H: 1.6192 -5.2749 -0.6173  0.092
H: 1.1301 -3.5740 -0.5863  0.039
H: 4.2976 -4.1073 1.4690  0.079
H: 3.5918 -3.0659 0.2322  0.081
H: 3.8050 -4.8005 -0.0737  0.091
C: 1.4121 -0.8029 -1.0397  -0.263
H: 1.8760 -0.0688 -1.7007  -0.011
H: 2.0054 -1.6937 -0.8444  -0.043
I: -2.7785 3.4412 -5.3925  0.847
C: -1.4770 2.8043 -3.9331  -0.779
C: -0.4405 3.5137 -3.3769  -0.153
N: 0.1306 2.6884 -2.4764  -0.008
N: -0.4805 1.4988 -2.4081  -0.008
C: -1.4573 1.5507 -3.2914  -0.201
H: -0.0843 4.5141 -3.5529  0.116
H: 0.8892 2.8860 -1.8472  0.142
H: -2.0999 0.6952 -3.4297  0.094
N: -1.9346 -1.2160 -1.5571  -0.096
C: -2.3534 -2.1072 -2.3377  -0.349
C: -3.3550 -3.1379 -1.8999  -0.159
C: -4.1622 -2.9057 -0.7903  -0.039
C: -5.0106 -3.8905 -0.3133  -0.074
C: -5.0533 -5.1349 -0.9297  -0.095
C: -4.2405 -5.3837 -2.0253  -0.085
C: -3.4007 -4.3906 -2.5111  -0.038
C: -1.8879 -2.1546 -3.7716  -0.198
C: -2.8199 -2.2452 -4.8042  -0.046
C: -2.4174 -2.1620 -6.1295  -0.082
C: -1.0739 -2.0079 -6.4406  -0.093
C: -0.1381 -1.9276 -5.4181  -0.080
C: -0.5450 -1.9924 -4.0943  -0.041
H: -4.0973 -1.9469 -0.2925  0.031
H: -5.6350 -3.6909 0.5487  0.100
H: -5.7125 -5.9070 -0.5537  0.098
H: -4.2569 -6.3545 -2.5046  0.100
H: -2.7663 -4.5950 -3.3636  0.112
H: -3.8695 -2.3681 -4.5648  0.118
H: -3.1550 -2.2171 -6.9203  0.101
H: -0.7578 -1.9483 -7.4742  0.099
H: 0.9122 -1.8078 -5.6534  0.101
H: 0.1766 -1.9030 -3.2928  0.083



run 1 (0.1097 hartree below the next structure)